--- a ---
ORCA calculation (wB97M-V/def2-TZVPD) on a single C7H8 molecule.

Summary:
molecular weight: 92.141 g mol⁻¹
LUMO level: 0.040 hartree
HOMO level: -8.7897 eV
frontier orbital gap: 9.88 eV

Structure (ORCA input):
```
! RIJCOSX wB97M-V def2-TZVPD def2/J DEFGRID3
* xyz 0 1
C 1.4675 -1.0519 -1.0697
C 0.2108 -0.7753 -1.7047
C 1.6338 -0.5689 0.2973
C -0.7188 -0.2310 -0.8565
C 0.6869 0.0046 0.9837
C -0.5204 0.2349 0.4210
C -1.5544 1.1239 1.0466
H 2.3143 -1.4540 -1.6869
H 0.0747 -1.2581 -2.6107
H 2.5970 -0.5438 0.7616
H -1.7139 -0.0798 -1.2281
H 0.8700 0.4890 1.9430
H -1.6140 2.0312 0.3994
H -2.5525 0.7135 1.2193
H -1.1811 1.3659 2.0846
*
```

***

--- b ---
ORCA calculation (wB97M-V/def2-TZVPD) on a single C7H8 molecule.

Summary:
molecular weight: 92.141 g mol⁻¹
LUMO level: 0.044 hartree
HOMO level: -8.3594 eV
frontier orbital gap: 9.55 eV

Structure (ORCA input):
```
! RIJCOSX wB97M-V def2-TZVPD def2/J DEFGRID3
* xyz 0 1
C 1.9564 0.1308 0.1371
C 0.4480 0.0979 0.1239
C -0.2477 -0.8984 -0.7898
C -1.5599 -0.2087 -0.5484
C -1.6770 0.0523 0.9339
C -0.4343 0.3213 1.3386
C -0.3407 0.5150 -1.0916
H 2.3480 1.1336 0.3328
H 2.3522 -0.5464 0.9018
H 2.3520 -0.2023 -0.8306
H 0.0277 -1.8519 -1.2223
H -2.4021 -0.3857 -1.2122
H -2.5831 -0.0791 1.5116
H -0.0873 0.6894 2.2969
H -0.1522 1.2322 -1.8817
*
```

***

--- c ---
ORCA calculation (wB97M-V/def2-TZVPD) on a single C7H8 molecule.

Summary:
molecular weight: 92.141 g mol⁻¹
LUMO level (spin up / spin down): 0.031 / 0.005 hartree
HOMO level (spin up / spin down): -7.0060 / -7.0507 eV
frontier orbital gap (spin up / spin down): 7.86 / 7.19 eV

Structure (ORCA input):
```
! RIJCOSX wB97M-V def2-TZVPD def2/J DEFGRID3
* xyz 0 1
C 0.9903 -1.5616 -0.3925
C -0.1564 -1.8380 0.2482
C 1.4143 -0.3378 -0.7907
C -1.1120 0.4809 0.0207
C 1.7708 0.8534 -0.9947
C -0.9569 1.7520 0.0633
C -1.2275 -0.8549 0.5574
H 1.7577 -2.4014 -0.5597
H -0.3968 -2.8254 0.5111
H 2.1462 1.4925 -1.7980
H 1.7060 1.5001 -0.0146
H 0.0803 2.0016 0.3522
H -1.4675 2.5895 -0.2326
H -2.1508 -1.2200 0.1720
H -1.4271 -0.7008 1.6521
*
```

***

--- d ---
ORCA calculation (wB97M-V/def2-TZVPD) on a single C7H8 molecule.

Summary:
molecular weight: 92.141 g mol⁻¹
LUMO level: 0.034 hartree
HOMO level: -9.9846 eV
frontier orbital gap: 10.91 eV

Structure (ORCA input):
```
! RIJCOSX wB97M-V def2-TZVPD def2/J DEFGRID3
* xyz 0 1
C -1.1284 0.6511 -1.2762
C 0.1620 0.3567 -0.4937
C 0.0494 -0.4188 0.8454
C -0.3593 0.1920 2.1131
C -0.3640 0.4409 3.2944
C 1.0777 -0.4496 -1.3290
C 1.8216 -1.1611 -1.9549
H -1.6547 -0.2679 -1.5580
H -1.8089 1.2880 -0.7039
H -0.8747 1.1719 -2.2076
H 0.6539 1.3106 -0.2681
H -0.5010 -1.3496 0.6846
H 1.0782 -0.7054 1.0781
H -0.6429 0.7212 4.2902
H 2.4911 -1.7802 -2.5146
*
```

***

Most stable structure, least stable structure: a, c.